Arrangement P

Computed, not measured: C2H7OS2 as an isolated structure, with ωB97M-V/def2-TZVPD.

## Properties
LUMO energy = 0.1340 hartree

ORCA input file:
```
! wB97M-V def2-TZVPD RIJCOSX def2/J DEFGRID3
* xyz -1 1
C 0.724 -1.082 -2.813
O -0.161 -1.526 -3.515
H 0.827 -0.036 -2.419
H 5.839 -4.399 0.972
H 1.599 -1.729 -2.398
C -2.733 2.467 2.060
S -2.591 1.446 0.359
S -0.635 1.818 -0.401
H -3.776 2.664 2.613
H -2.367 3.494 1.930
H -2.170 1.923 2.923
H 5.445 -5.038 0.689
*
```



Arrangement Q

Computed, not measured: a 3-piece molecular cluster, C2H7OS2 overall, with ωB97M-V/def2-TZVPD.

## Properties
LUMO energy = 0.1411 hartree

ORCA input file:
```
! wB97M-V def2-TZVPD RIJCOSX def2/J DEFGRID3
* xyz -1 1
C 1.820 0.076 -2.579
O 1.040 -0.375 -3.370
H 2.190 1.114 -2.645
H -1.111 -2.431 2.110
H 2.255 -0.433 -1.721
C -1.318 0.554 0.968
S 0.260 0.692 1.873
S 1.467 1.573 0.413
H -1.427 1.441 0.348
H -2.068 0.462 1.756
H -1.358 -0.349 0.358
H -1.749 -2.324 2.489
*
```



Arrangement R

Computed, not measured: a 3-piece molecular cluster, C2H7OS2 overall, with ωB97M-V/def2-TZVPD.

## Properties
LUMO energy = 0.1375 hartree

ORCA input file:
```
! wB97M-V def2-TZVPD RIJCOSX def2/J DEFGRID3
* xyz -1 1
C 0.812 -2.008 0.425
O 0.767 -3.066 0.992
H 0.661 -1.882 -0.659
H -1.425 -0.246 2.886
H 0.898 -1.050 0.978
C -0.564 1.397 -1.430
S 0.549 1.654 -0.009
S 2.327 0.812 -0.569
H -1.506 1.850 -1.117
H -0.721 0.346 -1.604
H -0.163 1.889 -2.304
H -1.636 0.305 2.412
*
```



arrangement R is favored, and the nearest alternative lies 3.5 kcal/mol above it.



Arrangement P

Computed, not measured: a 9-piece molecular cluster, H18O9 overall, with ωB97M-V/def2-TZVPD.

## Properties
SMILES = O.O.O.O.O.O.O.O.O
LUMO energy = -0.0061 hartree

ORCA input file:
```
! wB97M-V def2-TZVPD RIJCOSX def2/J DEFGRID3
* xyz 0 1
O 0.267 -0.442 -2.612
H 0.880 0.292 -2.497
H -0.270 -0.659 -1.842
O 2.184 -0.406 2.143
H 1.816 0.459 1.912
H 2.176 -0.882 1.305
O 0.510 1.006 3.678
H 0.382 0.061 3.540
H 1.219 1.105 4.328
O -0.376 -3.228 0.028
H -0.397 -4.187 -0.071
H -0.092 -3.165 0.947
O 3.331 0.284 -1.197
H 3.011 0.743 -0.412
H 2.840 -0.543 -1.254
O -3.206 -1.098 1.007
H -4.121 -0.859 1.169
H -2.743 -0.327 0.641
O 1.596 2.850 1.034
H 1.405 3.601 0.475
H 0.960 2.624 1.719
O -2.171 1.290 -0.283
H -1.343 1.621 0.105
H -1.968 1.516 -1.203
O -2.155 -0.245 -3.969
H -2.401 -1.024 -3.465
H -1.194 -0.289 -4.069
*
```



Arrangement Q

Computed, not measured: a 9-piece molecular cluster, H18O9 overall, with ωB97M-V/def2-TZVPD.

## Properties
SMILES = O.O.O.O.O.O.O.O.O
LUMO energy = 0.0025 hartree

ORCA input file:
```
! wB97M-V def2-TZVPD RIJCOSX def2/J DEFGRID3
* xyz 0 1
O -1.877 1.219 -0.553
H -2.606 0.933 0.007
H -1.589 2.077 -0.570
O 3.035 -1.244 1.259
H 3.015 -1.128 0.328
H 3.898 -1.278 1.637
O -0.452 2.995 0.034
H -0.563 3.927 0.049
H 0.178 2.772 0.846
O 2.979 1.682 1.416
H 2.836 0.809 1.340
H 3.439 2.016 0.700
O 1.365 -2.952 -1.427
H 0.978 -2.142 -1.149
H 2.110 -2.702 -2.012
O -3.214 -2.234 -0.404
H -3.865 -2.449 -1.182
H -3.311 -1.182 -0.104
O -0.716 -0.305 -3.313
H -1.408 -0.943 -3.589
H -1.164 0.501 -2.970
O -1.001 0.069 2.734
H -0.592 -0.409 3.471
H -1.187 0.866 3.190
O 0.114 -0.611 -0.123
H -0.750 -0.128 -0.332
H 0.356 -0.154 0.710
*
```



arrangement P is favored, and the nearest alternative lies 34.0 kcal/mol above it.



Arrangement P

Computed, not measured: a 9-piece molecular cluster, H18O9 overall, with ωB97M-V/def2-TZVPD.

## Properties
SMILES = O.O.O.O.O.O.O.O.O
LUMO energy = -0.0278 hartree

ORCA input file:
```
! wB97M-V def2-TZVPD RIJCOSX def2/J DEFGRID3
* xyz 0 1
H 0.852 -0.621 -0.040
H 2.308 -0.222 -0.216
H 0.775 0.883 -1.836
H -0.543 0.668 -2.563
H 0.433 -1.230 3.139
H 1.075 -0.124 2.317
H -1.986 -2.243 -0.109
H -2.273 -0.808 -0.518
H 4.544 -0.319 -0.471
H 5.595 -0.296 0.627
H 1.557 3.046 0.573
H 0.125 2.605 0.826
H -1.459 2.598 0.229
H -2.917 2.446 -0.174
H -4.013 -0.222 0.952
H -3.022 -0.669 2.014
H 0.226 -3.560 -1.672
H 0.257 -2.053 -1.475
O 1.423 -0.034 -0.548
O 0.398 0.806 -2.720
O 1.290 -0.899 2.847
O -2.417 -1.720 -0.794
O 4.739 -0.677 0.403
O 0.656 3.384 0.627
O -2.056 2.706 -0.520
O -3.955 -0.716 1.777
O -0.269 -2.835 -1.273
*
```



Arrangement Q

Computed, not measured: a 9-piece molecular cluster, H18O9 overall, with ωB97M-V/def2-TZVPD.

## Properties
SMILES = O.O.O.O.O.O.O.O.O
LUMO energy = -0.0022 hartree

ORCA input file:
```
! wB97M-V def2-TZVPD RIJCOSX def2/J DEFGRID3
* xyz 0 1
O 16.501 -10.983 25.636
H 16.099 -11.669 26.169
H 16.919 -10.400 26.269
O 10.475 -8.018 22.375
H 10.509 -7.204 22.876
H 10.768 -8.691 22.989
O 9.286 -14.580 29.230
H 8.917 -15.452 29.094
H 8.594 -13.980 28.950
O 14.646 -14.705 28.004
H 15.483 -14.761 28.465
H 13.987 -14.816 28.689
O 12.766 -4.503 24.953
H 12.263 -4.820 25.703
H 13.661 -4.421 25.282
O 7.846 -12.636 24.098
H 8.661 -12.219 23.820
H 7.219 -11.916 24.166
O 12.589 -11.121 32.447
H 12.828 -11.970 32.817
H 11.771 -11.284 31.978
O 11.955 -10.883 25.873
H 12.521 -10.155 26.130
H 11.640 -11.246 26.700
O 13.256 -13.634 21.837
H 13.216 -12.825 22.347
H 13.878 -14.186 22.312
*
```



Arrangement R

Computed, not measured: a 9-piece molecular cluster, H18O9 overall, with ωB97M-V/def2-TZVPD.

## Properties
SMILES = O.O.O.O.O.O.O.O.O
LUMO energy = 0.0002 hartree

ORCA input file:
```
! wB97M-V def2-TZVPD RIJCOSX def2/J DEFGRID3
* xyz 0 1
O -13.884 22.361 15.993
H -13.823 21.571 15.439
H -13.798 22.036 16.899
O -14.620 25.914 17.736
H -15.504 25.876 17.349
H -14.558 26.793 18.121
O -13.922 25.937 12.695
H -14.805 26.088 13.046
H -13.438 25.514 13.433
O -13.638 24.114 19.627
H -13.134 24.876 19.927
H -13.913 24.350 18.725
O -15.966 23.362 14.179
H -16.374 22.494 14.086
H -15.378 23.276 14.946
O -12.056 28.363 15.406
H -12.737 28.812 14.893
H -11.269 28.393 14.848
O -13.020 22.946 12.850
H -13.457 23.350 13.606
H -13.722 22.837 12.202
O -12.127 27.845 18.200
H -12.952 28.336 18.205
H -11.830 27.879 17.274
O -13.172 25.162 15.206
H -12.636 25.869 15.590
H -13.314 24.542 15.931
*
```



arrangement R is favored, and the nearest alternative lies 22.7 kcal/mol above it.